Here is C33H19Cl84F9N2O2P as an isolated structure from the OMol25 dataset. Energies are from the ωB97M-V functional and the def2-TZVPD basis.

```
150
Properties=species:S:1:pos:R:3:forces:R:3
C 6.25597 -3.95651 -3.52856 0.06 -0.15 -0.16
O 5.07779 -3.13889 -3.52152 0.06 0.25 0.14
C 4.02215 -3.58553 -2.73888 0.03 -0.11 0.19
P 2.82556 -4.26132 -3.95814 0.00 0.00 0.12
N 3.73372 -5.02063 -5.10064 -0.48 -0.82 -0.43
C 1.85216 -3.01301 -4.76568 -0.28 0.46 -0.08
C 1.59897 -1.71273 -3.98310 0.49 -0.67 0.79
C 0.81029 -1.87245 -2.67474 0.48 -2.11 0.54
C -0.58565 -2.45514 -2.87606 -0.05 -0.07 -0.07
N -1.43620 -1.59586 -3.72903 -0.35 -0.41 -0.18
C -1.84252 -2.26073 -4.92034 0.31 0.10 0.42
C -3.06534 -3.10941 -4.80593 -0.09 -0.45 -0.50
O -1.21512 -2.12970 -5.95779 -0.34 -0.01 0.10
C 1.83202 -5.63029 -3.13089 -0.12 0.03 0.25
F 1.05226 -5.13758 -2.14206 0.13 0.00 -0.12
F 2.78906 -6.40930 -2.56300 -0.11 0.01 0.00
C 0.96586 -6.51630 -4.09829 0.13 0.01 0.38
F 1.60758 -7.66671 -4.31043 0.11 -0.09 -0.16
F 0.87395 -5.86848 -5.28398 -0.10 0.10 -0.09
C -0.49656 -6.83535 -3.65650 0.18 -0.09 -0.08
F -0.97179 -7.63957 -4.60962 -0.13 -0.15 -0.17
F -1.19896 -5.69555 -3.67003 -0.11 0.18 0.02
C -0.66592 -7.54946 -2.27024 0.24 0.35 -0.21
F 0.50204 -8.06367 -1.89317 0.38 -0.18 0.09
F -1.05886 -6.68827 -1.35598 -0.16 0.43 0.38
F -1.55116 -8.50627 -2.36021 -0.44 -0.54 -0.12
H 6.04538 -4.96073 -3.14840 0.03 0.07 0.03
H 6.62336 -4.05112 -4.54929 -0.27 0.11 0.05
H 7.02470 -3.47386 -2.92681 -0.11 -0.16 0.00
H 3.56430 -2.75527 -2.19180 -0.02 -0.09 -0.09
H 4.28427 -4.37267 -2.02131 0.04 0.09 -0.04
H 3.91432 -6.00430 -4.90034 0.36 0.18 0.07
H 3.28219 -4.99418 -6.01301 0.20 0.16 -0.02
H 2.41750 -2.79538 -5.68153 -0.05 0.03 0.06
H 0.90253 -3.45233 -5.08279 0.09 -0.06 -0.04
H 2.54637 -1.20362 -3.77725 0.04 -0.06 -0.05
H 1.03584 -1.07360 -4.66832 1.35 -1.54 0.92
H 0.76821 -0.90355 -2.16714 0.61 -3.42 0.09
H 1.34112 -2.54917 -1.98911 -0.02 -0.18 -0.02
H -0.45947 -3.41785 -3.38243 -0.20 -0.09 0.18
H -1.06862 -2.65936 -1.91565 0.07 0.08 -0.03
H -0.93581 -0.76352 -4.03094 -0.49 -0.78 0.66
H -3.94576 -2.48331 -4.65073 0.20 -0.04 0.02
H -3.01675 -3.80720 -3.96596 0.09 0.18 0.05
H -3.18192 -3.66748 -5.73666 -0.06 -0.01 0.13
C 1.49512 0.45174 1.21992 0.14 -0.10 0.10
Cl -0.11638 -0.13164 0.79754 -0.08 -0.10 0.02
Cl 1.66338 0.60798 2.97586 -0.04 -0.08 -0.32
Cl 2.70766 -0.72097 0.64777 0.00 0.05 -0.03
Cl 1.76419 2.00046 0.44178 -0.06 -0.02 0.12
C 5.29940 3.51882 1.59302 -0.26 -0.23 -0.16
Cl 6.31457 2.62417 0.45189 0.15 0.01 0.02
Cl 4.37021 2.34503 2.52841 0.28 0.04 0.34
Cl 6.29275 4.51852 2.63700 -0.04 0.00 0.01
Cl 4.15609 4.49154 0.66858 0.12 0.32 0.03
C 8.65374 -0.34529 -2.35403 -0.09 -0.18 -0.08
Cl 8.31868 -0.56136 -4.07880 0.01 0.01 -0.07
Cl 7.84367 -1.64129 -1.45441 0.07 0.13 0.13
Cl 10.38466 -0.42295 -2.06969 0.03 0.00 0.02
Cl 8.01416 1.19912 -1.82039 0.05 0.15 -0.07
C -3.08467 0.41519 4.14560 0.17 0.15 0.02
Cl -3.44096 2.00695 4.80213 -0.38 0.01 0.07
Cl -3.72356 0.32613 2.50588 0.11 -0.04 -0.11
Cl -1.32408 0.24112 4.11683 0.00 -0.16 -0.02
Cl -3.78596 -0.86252 5.13189 0.01 0.28 -0.08
C -4.35735 -4.52253 8.16959 0.02 0.00 -0.04
Cl -2.96953 -4.26910 9.22537 0.00 0.02 0.07
Cl -5.85083 -4.40562 9.09506 -0.02 0.04 0.05
Cl -4.34920 -3.28855 6.89882 -0.07 -0.14 0.10
Cl -4.24910 -6.11824 7.42422 0.00 -0.05 -0.02
C 1.50307 5.76806 -2.55538 -0.19 -0.13 0.00
Cl 1.72781 4.29149 -1.60248 -0.03 0.08 0.12
Cl 1.75599 5.31526 -4.23809 0.16 0.40 -0.31
Cl -0.14426 6.35731 -2.33026 0.01 0.00 -0.02
Cl 2.64879 7.00253 -2.05765 0.11 -0.12 0.08
C -1.00943 5.52237 5.18304 -0.04 0.00 0.01
Cl -1.37475 6.29089 3.63320 0.00 0.01 -0.03
Cl 0.33901 6.35713 5.95072 0.04 0.02 0.02
Cl -2.42926 5.60354 6.22911 -0.04 0.01 0.02
Cl -0.58736 3.83139 4.91484 0.20 -0.02 -0.06
C -7.80156 0.30870 4.18680 0.02 0.02 -0.01
Cl -7.44860 -0.56588 5.67704 -0.01 -0.01 0.06
Cl -7.03086 -0.51554 2.82808 -0.13 -0.08 -0.07
Cl -9.54278 0.37657 3.93589 -0.09 -0.10 0.08
Cl -7.16145 1.95346 4.29716 0.01 0.03 0.01
C -10.48358 2.03440 0.03431 -0.03 -0.07 0.05
Cl -9.17661 2.39401 1.15817 0.13 0.13 -0.07
Cl -12.02008 2.03024 0.89919 -0.03 0.00 0.02
Cl -10.52643 3.24686 -1.24402 0.00 0.06 0.00
Cl -10.21200 0.43730 -0.67941 -0.08 -0.03 -0.02
C -4.00937 5.51530 -1.92734 0.03 0.05 0.02
Cl -3.23776 5.79376 -0.36283 -0.03 -0.01 0.01
Cl -3.34835 4.04534 -2.64990 0.03 -0.11 -0.02
Cl -5.74613 5.33880 -1.72717 0.00 -0.03 0.23
Cl -3.68066 6.88459 -2.99755 0.02 0.02 -0.03
C -5.58546 -1.11646 -1.72789 -0.03 -0.06 -0.11
Cl -5.80067 -2.87147 -1.67965 -0.01 -0.04 -0.01
Cl -5.10240 -0.63664 -3.36027 -0.10 0.22 0.05
Cl -7.09334 -0.32128 -1.30423 0.04 0.00 0.05
Cl -4.31886 -0.66144 -0.58915 0.11 0.05 0.05
C 7.97232 -1.69187 2.81711 -0.01 -0.06 0.00
Cl 8.98560 -2.56887 1.66225 0.04 0.02 0.06
Cl 6.74899 -2.80094 3.45549 -0.04 -0.01 0.02
Cl 8.96577 -1.08477 4.13432 0.01 0.01 0.04
Cl 7.17137 -0.34127 2.01062 -0.01 0.02 -0.03
C -5.18904 -1.13494 13.09386 -0.04 -0.01 -0.01
Cl -3.70260 -0.46771 13.76689 0.06 0.02 0.02
Cl -5.16553 -2.89322 13.23614 0.01 -0.03 -0.03
Cl -6.57766 -0.48979 13.96662 -0.03 0.02 0.03
Cl -5.31184 -0.68190 11.38733 -0.14 -0.14 0.02
C 0.30860 10.17736 -3.74795 -0.02 0.01 0.02
Cl 0.90025 10.34306 -2.09311 0.01 0.00 0.03
Cl 1.23846 8.93220 -4.58492 -0.01 0.03 -0.12
Cl -1.39576 9.71075 -3.71226 -0.04 0.00 0.00
Cl 0.48132 11.71307 -4.59383 0.00 0.02 -0.01
C -8.51547 5.00329 -5.46205 -0.02 0.00 -0.02
Cl -9.29309 3.91806 -4.30349 0.00 -0.04 -0.01
Cl -7.00696 5.59916 -4.76842 -0.02 0.04 -0.13
Cl -8.17653 4.12202 -6.95212 0.01 -0.03 -0.04
Cl -9.58610 6.35963 -5.80755 -0.02 0.03 -0.01
C 0.56772 1.38696 -4.11887 0.24 0.82 0.14
Cl 0.07436 0.19666 -5.32539 -1.20 3.51 -2.49
Cl 0.43775 0.67092 -2.49597 -0.86 4.97 -0.70
Cl 2.23860 1.86416 -4.40723 0.03 -0.15 0.08
Cl -0.48141 2.79399 -4.20388 -0.18 -0.13 -0.12
C -1.92822 2.23450 9.51860 -0.01 0.09 0.04
Cl -2.26580 2.12337 7.78868 0.00 -0.11 0.05
Cl -2.93022 1.08328 10.40469 0.16 0.04 -0.13
Cl -0.21791 1.89778 9.80606 0.03 -0.05 0.00
Cl -2.30399 3.86462 10.07577 0.03 0.07 -0.03
C 4.39399 2.29961 -8.00551 0.06 0.09 0.03
Cl 5.06526 2.65077 -6.40315 0.01 -0.01 0.03
Cl 5.20312 0.88398 -8.67839 0.02 -0.06 -0.01
Cl 2.66662 1.97736 -7.85712 -0.09 -0.03 -0.09
Cl 4.65084 3.68662 -9.05842 -0.01 0.00 -0.01
C -2.32591 6.76171 12.89661 0.00 0.01 0.01
Cl -0.97828 6.69148 11.75589 0.04 0.01 -0.01
Cl -3.72270 7.49340 12.10274 -0.03 0.02 -0.02
Cl -2.74093 5.12932 13.42226 0.00 -0.03 0.04
Cl -1.86256 7.73204 14.29341 0.00 0.03 0.03
C 9.38021 -6.19206 -6.02758 -0.06 0.00 0.04
Cl 9.06829 -4.60478 -5.30134 0.18 0.04 -0.04
Cl 8.57576 -6.27834 -7.59449 -0.02 -0.01 -0.04
Cl 11.10770 -6.41978 -6.22637 0.05 -0.01 -0.01
Cl 8.72937 -7.44489 -4.96120 -0.01 -0.03 0.01
C 3.97070 0.48970 6.42590 0.01 0.03 -0.05
Cl 4.29403 -0.11906 8.04507 0.01 -0.02 0.03
Cl 4.83157 -0.49072 5.23404 0.01 -0.02 -0.03
Cl 2.23111 0.40277 6.10550 -0.09 0.00 0.16
Cl 4.50160 2.16470 6.29864 0.01 0.06 0.01
```
Positions in Å, forces in eV/Å.

Summary:
- Frontier orbital gap: 9.283 eV
- Net charge: +1
- Highest occupied orbital energy: -0.43072 Ha
- LUMO level: -2.4 eV

---

Here is a 2-piece molecular cluster, C4H14NOS overall from the OMol25 dataset. Energies are from the ωB97M-V functional and the def2-TZVPD basis.

```
21
Properties=species:S:1:pos:R:3:forces:R:3
C 1.36242 1.01092 1.65706 -0.04 -0.98 0.13
C 0.11318 0.36685 1.02506 0.58 0.66 0.19
C -0.74402 1.46819 0.41387 -1.41 -0.76 -1.42
C -2.04631 1.07509 -0.38250 -0.32 0.10 1.18
S -2.20447 -0.42244 -1.39240 0.38 -0.27 -0.03
N 0.60780 -0.51379 -0.09535 1.15 0.34 -1.19
H 1.13315 1.86805 2.28195 -0.14 0.20 -0.28
H 2.02506 1.25439 0.82639 0.14 0.56 0.24
H 1.90722 0.32320 2.30822 -0.07 -0.15 -0.13
H -0.40205 -0.29849 1.71173 -0.27 0.12 0.05
H -1.16714 2.13449 1.15915 0.59 0.11 0.35
H -0.16420 2.04789 -0.30234 0.48 0.15 0.29
H -2.31961 1.92551 -1.00162 0.10 -0.10 -0.28
H -2.87162 0.99487 0.32577 0.05 0.03 0.05
H -2.36768 -1.29332 -0.36656 -0.07 0.24 -0.25
H 1.34051 -0.02591 -0.62944 -0.20 0.33 0.17
H -0.11864 -0.69197 -0.82251 -0.32 -0.33 0.44
H 1.11975 -1.36189 0.15129 -0.50 -0.36 0.43
H 1.01840 -2.76260 -2.44220 0.28 -0.44 -0.20
H 1.89096 -4.02013 -2.26828 -0.08 -0.79 -0.15
O 1.88729 -3.07892 -2.15730 -0.33 1.34 0.40
```
Positions in Å, forces in eV/Å.

Summary:
- Energy relative to the best compared isomer or geometry (same formula, charge and spin): 69.9 kJ/mol
- Frontier orbital gap: 10.508 eV
- Net charge: +1
- Highest occupied orbital energy: -0.49885 Ha
- LUMO level: -3.1 eV

---

Here is C38H30IrN10O4S4Se as an isolated structure from the OMol25 dataset. Energies are from the ωB97M-V functional and the def2-TZVPD basis.

```
88
Properties=species:S:1:pos:R:3:forces:R:3
Ir 1.26839 -1.89443 0.61987 -0.09 -1.92 1.92
C -1.82739 -4.12770 3.97019 0.06 0.01 0.10
N -1.98271 -4.25096 2.52740 -0.03 0.05 -0.08
C -2.57922 -5.30698 1.86601 -0.03 0.00 0.15
C -2.48528 -5.05759 0.55106 0.07 -0.07 -0.15
N -1.83280 -3.84074 0.40760 -0.21 0.00 0.07
C -1.51729 -3.36081 1.63320 0.01 -0.13 0.04
S -0.77012 -1.89728 2.05116 0.91 0.06 -0.21
C -1.53278 -3.25312 -0.84837 0.05 0.08 -0.09
C -2.40150 -3.47886 -1.90382 -0.10 -0.03 -0.04
C -2.08968 -2.95743 -3.14537 0.01 -0.01 0.05
C -0.91744 -2.23688 -3.29202 -0.07 0.01 0.01
C -0.11550 -2.05455 -2.18415 -0.06 0.03 -0.05
N -0.41943 -2.54458 -0.97387 0.31 0.20 -0.42
H -2.52076 -4.80916 4.45531 -0.02 0.00 -0.04
H -2.03301 -3.10635 4.27539 -0.08 -0.01 -0.01
H -0.80802 -4.37894 4.26200 0.01 0.00 -0.06
H -3.01283 -6.13780 2.39341 0.01 0.00 0.00
H -2.78613 -5.65304 -0.29022 0.02 0.02 -0.01
H -3.31398 -4.03623 -1.75145 -0.03 0.05 0.03
H -2.75760 -3.11156 -3.98149 -0.01 0.03 0.01
H -0.63746 -1.80775 -4.24271 0.04 0.00 0.01
H 0.81050 -1.50089 -2.24482 -0.01 0.01 0.02
S 3.19942 -2.58839 2.10664 -1.14 0.39 -1.16
C 2.49217 -3.93042 2.94561 0.29 0.11 0.54
C 2.82127 -4.21089 4.26863 0.04 0.13 0.02
C 2.25424 -5.29666 4.92538 -0.04 -0.11 -0.10
C 2.53464 -5.53066 6.31356 0.03 0.03 0.01
N 2.74371 -5.69832 7.43082 0.01 0.00 -0.03
C 1.37613 -6.14171 4.22795 0.16 0.03 0.02
C 1.07754 -5.86740 2.89868 -0.04 -0.06 -0.14
C 1.61268 -4.75214 2.26791 -0.46 -0.47 0.07
S 1.19054 -4.37936 0.62693 0.36 1.32 -0.56
C 0.74895 -7.25874 4.87467 -0.07 0.02 0.00
N 0.19871 -8.13790 5.37004 0.02 0.01 -0.02
H 3.50919 -3.55922 4.79182 -0.05 -0.02 0.07
H 0.41023 -6.51825 2.34648 -0.04 -0.01 0.08
N 1.97020 8.64763 2.47940 0.01 -0.03 -0.02
C 1.98993 7.49933 2.50768 0.03 0.01 0.01
C 1.99660 6.06264 2.56462 0.03 -0.01 0.08
C 2.11561 5.30824 1.40162 0.02 0.05 0.00
C 2.06312 3.92891 1.45995 -0.02 -0.07 -0.10
C 1.89225 3.28939 2.68162 0.06 0.12 -0.01
C 1.83734 4.03947 3.84973 -0.01 -0.07 0.11
C 1.88157 5.41967 3.79426 -0.01 -0.01 -0.08
N 1.76040 1.87706 2.73995 0.04 0.03 0.14
C 1.26546 1.14167 3.80532 -0.02 -0.12 0.03
C 1.27971 -0.15442 3.41665 0.18 0.05 0.03
N 1.76469 -0.23202 2.12918 -0.43 0.75 -0.43
C 2.04389 0.99300 1.75793 0.19 -0.11 -0.08
H 2.24269 5.80650 0.45071 -0.03 -0.02 -0.01
H 2.14263 3.36044 0.54435 -0.06 0.01 0.00
H 1.76832 3.55385 4.81256 -0.02 0.00 -0.02
H 1.82916 6.00071 4.70417 -0.02 0.00 0.00
H 0.90865 1.58080 4.71778 0.06 0.08 -0.03
H 0.98548 -1.02571 3.97347 -0.01 -0.02 -0.04
H 2.46495 1.24633 0.80112 -0.08 0.06 -0.01
C -0.38534 5.85644 -7.27574 -0.10 -0.03 -0.02
C -1.17441 4.96881 -6.35184 0.02 -0.02 -0.07
C -1.82902 5.49243 -5.23851 -0.01 0.00 0.01
C -2.52239 4.66880 -4.36794 -0.08 -0.01 0.02
C -2.56223 3.30495 -4.61691 0.10 -0.10 0.02
C -1.96346 2.76787 -5.74627 -0.02 -0.01 0.04
C -1.27354 3.60327 -6.61011 -0.05 0.04 0.04
S -3.23621 2.21521 -3.39919 -0.08 0.03 0.14
O -4.54620 2.63850 -3.00182 0.01 0.03 0.04
O -3.05980 0.86520 -3.87557 0.05 0.00 -0.12
N -2.21907 2.53932 -2.13709 0.01 -0.05 -0.22
C -0.80332 2.25309 -2.41659 0.04 0.08 -0.04
C -0.03377 2.12714 -1.10859 -0.06 -0.35 0.15
C -0.42867 0.81627 -0.41662 -0.42 0.18 0.14
O -1.60005 0.68061 -0.07427 0.06 -0.23 0.07
O 0.52583 -0.03270 -0.30632 0.88 -0.26 -0.16
H -0.13874 6.80516 -6.80168 0.00 0.00 0.00
H -0.96019 6.07028 -8.17932 0.02 0.02 0.00
H 0.53990 5.36977 -7.58368 0.01 0.02 0.00
H -1.78107 6.55740 -5.04589 0.01 0.00 0.01
H -3.02512 5.06592 -3.49530 0.07 0.02 0.02
H -2.04057 1.70309 -5.92061 0.09 0.00 0.00
H -0.79151 3.18972 -7.48794 0.01 0.00 0.01
H -2.52057 2.00040 -1.31771 -0.06 0.00 -0.01
H -0.39242 3.07082 -3.01062 -0.03 0.02 -0.01
H -0.70095 1.33144 -3.00127 0.08 -0.02 0.03
H -0.30418 2.94979 -0.44141 0.07 0.06 -0.07
H 1.03826 2.12982 -1.30356 -0.01 0.06 -0.06
Se 5.48542 -1.29019 -1.68273 0.20 0.04 -0.10
C 3.84882 -1.60018 -1.13579 -0.28 0.01 0.11
N 2.74452 -1.78819 -0.79062 -0.26 0.05 0.40
```
Positions in Å, forces in eV/Å.

Summary:
- Energy relative to the best compared isomer or geometry (same formula, charge and spin): 328.8 kJ/mol
- Frontier orbital gap (spin up / spin down): 5.793 / 6.061 eV
- Spin multiplicity: 2
- Highest occupied orbital energy (spin up / spin down): -0.28597 / -0.28556 Ha
- LUMO level (spin up / spin down): -2.0 / -1.7 eV

---

Here is a 2-piece molecular cluster, C2HIN2O2 overall from the OMol25 dataset. Energies are from the ωB97M-V functional and the def2-TZVPD basis.

```
8
Properties=species:S:1:pos:R:3:forces:R:3
C -2.00078 -0.40163 0.85880 -0.71 -0.78 0.21
C -2.10821 2.09876 1.76673 0.03 0.26 0.16
N -1.09274 -0.42008 0.08947 -0.14 0.29 1.15
N -0.19463 -0.01144 -0.61407 0.70 0.61 -1.80
O -1.96394 1.78443 2.85813 0.20 -0.48 1.65
O -2.25366 2.48201 0.69828 -0.24 0.56 -1.66
I -3.66128 -1.54616 1.16372 0.19 0.01 -0.13
H 0.73225 -0.36787 -0.41587 -0.02 -0.47 0.42
```
Positions in Å, forces in eV/Å.

Summary:
- Energy relative to the best compared isomer or geometry (same formula, charge and spin): 15.7 kJ/mol
- Frontier orbital gap (spin up / spin down): 8.360 / 8.359 eV
- Highest occupied orbital energy (spin up / spin down): -0.32809 / -0.32807 Ha
- LUMO level (spin up / spin down): -0.6 / -0.6 eV

---

Number 1: calculated total energy -1127219.0989 eV. Number 2: calculated total energy -18741.4639 eV. Number 3: calculated total energy -174509.5098 eV. Number 4: calculated total energy -17263.3663 eV.